1.
Molecular formula: C7H15NO
Method: DFT, wB97M-V/def2-TZVPD

Gap between HOMO and LUMO, eV: 9.42
Lowest unoccupied orbital energy, hartree: 0.0066

Cartesian coordinates (Å):
C -3.068314 -0.621124 -0.590815
C -1.711027 -1.025402 0.154874
C 0.901112 -0.492695 0.316789
C 1.921336 -1.443974 -0.117615
C 0.186446 0.808996 -0.086587
C -0.263709 1.397298 1.218606
C 0.967452 1.645930 -1.237594
H -3.048287 0.450013 -0.492891
H -3.992774 -1.048642 -0.074860
H -2.903266 -0.889434 -1.744074
H -1.586502 -2.081761 0.165181
H -1.764643 -0.698699 1.253310
H 0.932375 -0.619220 1.411838
H 1.970478 -2.580437 0.851327
H 2.163211 -1.912624 -1.449892
H 3.888687 -0.196419 0.976629
H 0.656664 2.061089 1.656067
H -1.122235 2.244739 1.216371
H -0.434337 0.520716 1.906507
H 1.780552 2.250611 -0.630575
H 0.254693 2.331357 -1.804314
H 1.297235 1.124316 -2.219321
N -0.324261 -0.555369 -0.477644
O 3.299125 -0.669260 -0.201326

Atomic forces in eV per Å
2.314 -0.926 -1.068
0.792 0.984 0.719
-1.737 -1.184 0.514
5.962 -2.250 -1.978
2.858 -1.701 -2.684
0.408 3.580 1.365
-1.137 0.936 0.243
-0.613 0.585 -0.274
1.442 0.367 -0.957
-0.888 0.435 2.592
-0.044 -0.956 0.009
-0.038 -0.387 -1.547
-0.728 0.106 -0.252
-0.106 3.434 -3.228
-1.670 1.411 4.375
-3.016 -2.200 -4.675
-1.971 -1.777 -0.895
1.550 -2.426 -0.227
-0.237 1.642 -0.413
-1.418 -1.178 -1.830
0.585 -0.095 1.446
0.184 -0.117 2.483
-3.125 1.400 1.474
0.636 0.316 4.805


2.
Molecular formula: C7H15NO
Method: DFT, wB97M-V/def2-TZVPD

Gap between HOMO and LUMO, eV: 10.50
Lowest unoccupied orbital energy, hartree: 0.0342

Cartesian coordinates (Å):
C -1.449412 0.820726 -1.262278
C -0.495025 -0.087517 -1.329177
C -0.713867 -1.529172 -0.955299
N -1.338924 -2.180960 -2.079331
O 0.491674 -2.197645 -0.622598
H -1.306483 1.830589 -1.606518
H -2.427358 0.575515 -0.883442
H 0.480861 0.142805 -1.735481
H -1.417393 -1.595915 -0.107546
H -0.725844 -2.124330 -2.887503
H -1.471371 -3.166752 -1.866767
H 1.015984 -1.624679 -0.042351
C 1.824510 -0.194825 1.219788
C 0.904868 0.759844 1.243216
C 1.112185 2.079575 0.564230
C -0.371182 0.618676 2.013495
H 1.715260 -1.102583 1.790956
H 2.753388 -0.074905 0.687218
H 0.191339 2.436499 0.116670
H 1.883115 2.015814 -0.198641
H 1.429332 2.815314 1.303098
H -0.371091 1.306720 2.860373
H -0.493638 -0.392462 2.392394
H -1.220919 0.869663 1.385493

Atomic forces in eV per Å
0.045 0.032 -0.123
-0.030 -0.104 -0.047
-0.392 -0.065 -0.106
-0.061 -0.332 0.078
0.190 -0.013 -0.023
0.070 0.185 -0.082
-0.232 -0.099 0.113
0.137 0.086 -0.049
0.134 0.050 -0.154
-0.047 -0.014 0.052
0.048 0.106 -0.055
-0.170 -0.041 -0.082
0.249 0.051 0.159
-0.126 0.166 0.102
0.146 -0.081 0.114
0.193 -0.039 0.148
-0.110 -0.202 0.137
0.190 0.081 -0.147
-0.097 0.067 -0.075
0.076 0.034 -0.083
0.004 0.120 0.066
-0.044 0.058 0.053
-0.042 -0.081 0.069
-0.131 0.034 -0.066


3.
Molecular formula: C7H15NO
Method: DFT, wB97M-V/def2-TZVPD

Gap between HOMO and LUMO, eV: 10.30
Lowest unoccupied orbital energy, hartree: 0.0339

Cartesian coordinates (Å):
H -2.602649 1.812533 0.788613
N -1.598144 1.738356 0.634646
C -1.017130 0.876478 1.363301
C -1.706824 -0.104789 2.276895
C 0.442620 0.662883 1.162678
C 0.697248 -0.384379 -0.007791
C 2.170581 -0.774394 -0.018789
C 0.230978 0.207436 -1.340774
C -0.448636 -0.827100 -2.240376
O 1.329695 0.812362 -1.996977
H -1.445462 0.137550 3.310572
H -1.376796 -1.126213 2.080409
H -2.791878 -0.055955 2.179071
H 0.901731 0.281491 2.072160
H 0.918069 1.593279 0.860725
H 0.085578 -1.265532 0.211930
H 2.464656 -1.176472 0.948560
H 2.361935 -1.524769 -0.781400
H 2.780044 0.097505 -0.241026
H -0.541042 1.000747 -1.076761
H -1.282504 -1.293688 -1.718864
H -0.835478 -0.350814 -3.142111
H 0.260551 -1.597697 -2.541760
H 1.002858 1.261182 -2.782931

Atomic forces in eV per Å
-0.023 -0.332 0.104
-0.008 0.632 0.306
-0.504 -0.469 -0.507
-0.117 0.361 0.269
0.426 -0.610 -0.835
0.010 0.698 0.812
-0.223 -0.016 -0.003
-1.545 0.539 0.215
0.297 0.191 0.126
0.311 0.141 -0.126
-0.004 -0.135 0.024
0.055 0.038 -0.012
0.046 0.014 -0.025
0.120 0.007 0.100
0.064 0.097 0.101
0.035 -0.004 -0.065
0.031 -0.074 0.067
0.104 -0.079 -0.090
0.088 -0.003 0.010
0.906 -0.873 -0.524
-0.078 -0.033 0.016
-0.022 0.006 -0.047
0.038 -0.104 0.002
-0.009 0.008 0.082


4.
Molecular formula: C7H15NO2
Method: DFT, wB97M-V/def2-TZVPD

Gap between HOMO and LUMO, eV: 9.92
Lowest unoccupied orbital energy, hartree: 0.0307

Cartesian coordinates (Å):
C -2.543086 -0.394788 -0.445750
N -1.104886 -0.275829 -0.227778
C -0.325578 -0.276514 -1.473034
C 0.800748 0.749794 -1.539671
C 2.061333 0.347032 -0.777691
C 1.858886 0.079777 0.712960
C 0.943698 -1.110733 1.034982
C -0.542110 -0.817674 1.025295
O -1.277429 -1.326681 1.869110
H -3.077396 -0.107786 0.465105
H -2.842134 0.267609 -1.269572
H -2.833013 -1.428859 -0.688926
H 0.072534 -1.286238 -1.662488
H -1.021697 -0.087531 -2.299924
H 1.060320 0.894975 -2.598521
H 0.419452 1.718330 -1.178662
H 2.477178 -0.564141 -1.239238
H 2.818250 1.135609 -0.901310
H 2.839652 -0.117588 1.167835
H 1.473458 0.984952 1.208075
H 1.143862 -1.934365 0.331129
H 1.163043 -1.490222 2.039761
O -0.823941 1.776895 2.289632
H -1.172349 1.700101 1.298416
H -1.568791 1.563864 2.860260

Atomic forces in eV per Å
-0.016 -0.119 0.517
0.888 -0.106 1.733
0.162 -0.245 0.086
0.018 0.138 -0.047
0.160 -0.018 -0.038
0.156 0.226 0.161
0.251 0.734 0.246
-1.930 -1.961 -2.058
0.624 1.441 -0.895
0.058 -0.086 -0.179
0.096 -0.169 0.305
0.011 0.183 0.013
0.057 0.113 -0.021
0.061 0.039 0.336
-0.030 -0.040 0.206
0.084 -0.229 -0.025
-0.071 0.197 0.043
-0.152 -0.197 0.025
-0.184 0.036 -0.139
0.048 -0.257 -0.080
-0.209 0.163 0.106
-0.151 0.105 -0.240
-0.748 0.078 -3.151
0.931 0.104 3.297
-0.113 -0.131 -0.201


5.
Molecular formula: C7H15NO2
Method: DFT, wB97M-V/def2-TZVPD

Gap between HOMO and LUMO, eV: 9.72
Lowest unoccupied orbital energy, hartree: 0.0274

Cartesian coordinates (Å):
C -2.964186 1.230994 -0.593032
N -2.869813 -0.108279 -0.043798
C -2.052996 -1.086996 -0.739805
C -1.635997 -0.552949 0.585383
C -0.418295 0.333882 0.723760
C 0.826736 -0.499995 0.985763
C 2.187784 0.070230 0.654679
O 3.152993 -1.060495 0.872888
C 2.402953 0.556364 -0.765079
O 2.826032 -0.465741 -1.642353
H -2.135776 1.499117 -1.272006
H -3.902518 1.318325 -1.158300
H -2.989998 1.961774 0.227567
H -2.470225 -2.091834 -0.839033
H -1.484202 -0.735402 -1.608315
H -1.813984 -1.188382 1.460673
H -0.278371 0.946516 -0.175708
H -0.582640 1.037025 1.555746
H 0.834194 -0.830942 2.036783
H 0.899627 -1.526887 0.432552
H 2.415058 0.887643 1.358194
H 3.345912 -1.115008 1.812809
H 1.479973 1.025033 -1.146849
H 3.185628 1.327773 -0.770611
H 2.042110 -0.931757 -1.951909

Atomic forces in eV per Å
0.041 0.227 -0.091
-0.140 -0.102 0.111
0.076 -0.115 -0.164
-0.036 -0.060 0.134
-0.025 0.109 -0.251
0.368 -2.431 -0.566
1.111 -1.026 1.273
-0.768 1.574 -0.280
0.108 0.349 -0.303
-0.315 0.013 -0.266
-0.147 -0.042 0.139
0.259 -0.038 0.157
-0.023 -0.174 -0.216
0.113 0.308 0.022
-0.127 -0.069 0.205
0.056 0.173 -0.247
-0.166 -0.158 0.144
0.115 -0.128 -0.175
0.053 0.235 -0.180
-0.889 1.692 0.548
0.132 -0.096 -0.244
-0.090 0.124 0.075
0.278 0.016 0.177
-0.144 -0.290 -0.029
0.159 -0.091 0.026


6.
Molecular formula: C7H15NO3
Method: DFT, wB97M-V/def2-TZVPD

Gap between HOMO and LUMO (alpha / beta), eV: 8.01 / 8.01
Lowest unoccupied orbital energy (alpha / beta), hartree: -0.0639 / -0.0639

Cartesian coordinates (Å):
C 2.676902 -0.993534 2.793239
C 1.854478 -1.418528 1.605797
C 0.909659 -0.276861 1.096683
C 0.094581 -0.761824 -0.117612
C -0.890900 0.273813 -0.737237
C -0.184980 1.529750 -1.275985
C -1.222543 2.544091 -1.817599
O -1.717731 -0.149101 -1.836954
O -2.743042 -1.156381 -1.264521
N -3.558024 -1.713410 -2.053328
O -4.708874 -1.243577 -2.265440
H 3.304063 -1.807960 3.126716
H 3.313734 -0.156579 2.555193
H 2.031032 -0.709439 3.613145
H 2.484577 -1.727953 0.758095
H 1.196000 -2.269007 1.848029
H 0.269045 0.016325 1.946992
H 1.546557 0.605998 0.880575
H 0.854936 -1.077704 -0.834137
H -0.447306 -1.636222 0.246988
H -1.595183 0.547007 0.078220
H 0.370732 2.000091 -0.533661
H 0.524344 1.182925 -2.060316
H -0.698633 3.477548 -2.046284
H -1.731401 2.199088 -2.694164
H -1.932023 2.721445 -1.012434

Atomic forces in eV per Å
-0.112 -0.305 -0.025
-1.144 0.435 -0.967
0.508 0.104 0.499
0.038 0.337 -0.073
-0.045 -0.144 1.710
-1.541 -1.188 -2.435
1.222 0.067 0.671
-0.573 -0.836 -0.126
3.032 3.631 3.770
-6.352 -2.619 -5.136
5.000 -0.176 1.692
0.240 -0.202 0.186
0.247 0.358 -0.101
-0.137 0.122 0.296
-0.045 -0.005 0.275
0.368 0.092 0.033
0.001 -0.048 -0.345
-0.381 -0.376 -0.116
-0.314 -0.151 -0.391
-0.159 -0.077 -0.393
0.314 0.146 -0.394
0.972 0.508 1.558
-0.369 0.371 0.326
-0.243 -0.036 -0.015
-0.291 -0.195 -0.385
-0.237 0.187 -0.113


7.
Molecular formula: C7H15NO7
Method: DFT, wB97M-V/def2-TZVPD

Gap between HOMO and LUMO, eV: 8.91
Lowest unoccupied orbital energy, hartree: 0.0101

Cartesian coordinates (Å):
O -6.168239 0.995140 0.040931
C -5.432174 -0.016986 -0.614285
C -5.942394 -1.410812 -0.755920
O -5.791416 -2.036618 -1.985247
O -7.214044 -1.758649 -0.150921
C -4.826815 -1.089600 0.182517
O -5.171497 -1.192192 1.583892
O -3.673870 -1.717570 -0.159944
H -6.414294 0.659917 0.883704
H -4.831147 0.543652 -1.396272
H -5.427476 -2.829092 -1.718837
H -7.968038 -1.492506 -0.796159
H -6.123361 -1.087350 1.546597
H -2.917911 -1.236162 0.196871
C 2.709423 -0.557740 1.206957
N 2.805612 0.698705 0.316302
C 2.079138 0.317681 -0.865316
C 4.290218 1.055633 -0.048799
H 3.014733 -1.438634 0.560666
H 3.411360 -0.464642 2.045525
H 1.688905 -0.722402 1.655321
H 1.192020 -0.100980 -0.561763
H 1.822661 1.289231 -1.378056
H 2.775496 -0.296890 -1.505518
H 4.164928 2.146103 -0.404875
H 4.766187 1.045521 0.916531
H 4.552198 0.383631 -0.788600
O -5.495396 4.347283 -0.747328
C -5.901897 4.201648 0.301474
O -6.272415 3.991666 1.339163

Atomic forces in eV per Å
0.264 -0.117 -1.227
0.560 3.563 -0.930
-2.827 0.042 -0.970
-0.565 2.717 0.292
-0.284 1.199 -1.460
-0.571 -2.290 1.576
0.873 0.595 -1.649
0.782 0.179 0.299
-0.440 -0.128 1.280
-0.710 -1.475 0.628
1.370 -3.254 0.114
2.103 -0.503 1.504
-0.591 -0.480 0.575
0.045 0.041 -0.031
0.853 0.700 -0.882
1.027 -1.490 1.760
2.548 2.990 -1.561
-4.818 2.649 1.934
-0.390 0.521 0.894
-0.121 -0.055 -0.220
0.905 0.392 -0.822
-2.018 -1.457 0.224
0.232 -1.090 -0.124
-1.228 0.046 0.093
0.735 -1.795 0.253
0.847 -0.141 -0.119
1.428 -1.272 -1.430
1.002 0.724 -2.896
0.656 -0.285 -1.395
-1.666 -0.523 4.290


8.
Molecular formula: C7H15NS
Method: DFT, wB97M-V/def2-TZVPD

Gap between HOMO and LUMO, eV: 7.07
Lowest unoccupied orbital energy, hartree: 0.0229

Cartesian coordinates (Å):
C -2.090917 0.555493 1.630039
C -1.032015 0.735860 0.899495
C 2.075883 -0.550243 0.837767
C 1.676580 0.847640 1.411809
C 1.200416 0.305222 0.052242
C 1.632478 0.911476 -1.250069
C -0.742249 -0.206859 -1.763734
N -2.265873 -2.168214 -0.349050
S -0.486376 -0.682381 -0.082503
H -2.427451 1.433883 2.405405
H -2.847290 -0.219351 1.663827
H -0.580176 1.701970 0.837594
H 3.161491 -0.923548 0.501899
H 1.472812 -1.277723 1.382456
H 1.048309 0.755520 2.241928
H 2.259431 1.724573 1.303826
H 1.156370 1.862077 -1.506784
H 1.497596 0.175601 -2.017508
H 2.657371 1.178081 -1.201970
H -0.193686 0.725753 -1.978492
H -0.557814 -1.009791 -2.372455
H -1.857722 0.011684 -1.725377
H -2.307539 -3.165753 0.345191
H -2.449629 -2.720959 -1.265527

Atomic forces in eV per Å
-2.847 2.760 3.488
-1.792 -1.056 -1.213
2.926 -0.205 0.372
0.437 -1.933 -2.580
-0.482 -0.723 -0.236
0.543 0.526 0.913
-3.395 3.110 1.556
-0.664 -4.170 0.664
1.710 0.836 1.001
1.001 -1.899 -2.110
0.745 -0.679 -0.325
0.587 0.022 -0.150
-2.503 1.145 0.878
0.672 -0.326 -0.122
-0.812 0.224 1.065
0.816 0.517 0.192
-0.335 -0.196 0.012
0.387 -0.053 -0.559
1.338 0.056 0.125
-1.032 -0.990 -0.179
0.559 -1.900 -1.524
1.242 -0.424 -0.608
0.496 3.851 -2.066
0.404 1.507 1.406


9.
Molecular formula: C7H16Cl
Method: DFT, wB97M-V/def2-TZVPD

Gap between HOMO and LUMO (alpha / beta), eV: 12.01 / 6.71
⟨S²⟩: 0.7522
Lowest unoccupied orbital energy (alpha / beta), hartree: 0.0448 / -0.1499
2S+1: 2

Cartesian coordinates (Å):
Cl 3.217039 1.368623 0.145484
H -4.329443 -1.014305 1.395566
C -4.264928 -1.993662 1.889004
C -5.509407 -2.816437 1.600410
C -2.987357 -2.707328 1.449760
C -1.730589 -1.909462 1.773337
C -0.422556 -2.588253 1.329842
C -0.210299 -3.947025 2.002127
C 0.769657 -1.667517 1.595170
H -4.202469 -1.762747 2.961670
H -6.422626 -2.312347 1.927333
H -5.604021 -3.020738 0.531123
H -5.463302 -3.783862 2.106127
H -2.941912 -3.692740 1.926190
H -3.030473 -2.914626 0.373571
H -1.800712 -0.919015 1.310118
H -1.685212 -1.713757 2.849844
H -0.492825 -2.756684 0.239092
H -0.226032 -3.845742 3.088153
H -0.979941 -4.668836 1.725065
H 0.757164 -4.373269 1.730527
H 0.874264 -1.480945 2.665426
H 1.703532 -2.112112 1.246768
H 0.646498 -0.700955 1.103194

Atomic forces in eV per Å
-0.005 -0.004 0.003
0.001 -0.163 -0.044
0.129 0.128 0.074
-0.167 -0.030 -0.016
-0.055 0.060 0.072
0.204 -0.177 -0.096
-0.065 0.098 -0.217
-0.054 0.069 -0.074
-0.103 -0.065 -0.028
-0.003 -0.136 -0.110
0.077 -0.028 -0.029
-0.004 0.040 0.010
0.002 0.031 0.030
-0.042 0.094 0.083
-0.003 0.104 -0.005
0.026 -0.053 -0.101
0.016 -0.099 0.095
0.035 0.054 0.276
-0.014 0.045 0.104
0.033 0.022 -0.005
-0.007 0.023 -0.049
-0.001 0.005 0.079
-0.007 0.002 -0.029
0.006 -0.022 -0.022


10.
Molecular formula: C7H16Cl2NP
Method: DFT, wB97M-V/def2-TZVPD

Gap between HOMO and LUMO (alpha / beta), eV: 5.90 / 9.01
Lowest unoccupied orbital energy (alpha / beta), hartree: -0.0254 / 0.0281

Cartesian coordinates (Å):
C 3.257198 0.076832 -0.397304
C -1.156045 1.640603 -1.164363
C -2.204800 1.415579 1.158586
C -0.040113 2.831394 0.869788
C 0.534586 -2.590249 -0.806300
C 2.821903 -2.659470 0.238943
C -1.124778 1.979212 0.296481
N 1.521952 -1.954198 0.029841
P 1.429998 -0.183987 0.062041
Cl 4.012796 1.548032 -0.249004
Cl 1.477806 0.084147 2.033326
H 3.406965 -0.359161 -1.343005
H -0.346061 2.221063 -1.642916
H -1.053298 0.548618 -1.341260
H -2.202473 1.937490 -1.618717
H -1.800026 0.670105 1.800694
H -3.058943 0.922472 0.531278
H -2.545342 2.248913 1.784474
H 0.856555 2.502320 0.382733
H -0.262041 3.743554 0.536871
H -0.036476 2.833908 2.021859
H 0.220885 -3.599172 -0.480229
H -0.422218 -2.008735 -0.902952
H 1.053428 -2.722453 -1.767016
H 3.563313 -2.817524 -0.648992
H 3.177074 -2.110017 1.063436
H 2.693505 -3.726449 0.506224

Atomic forces in eV per Å
-2.638 -0.194 0.769
-1.333 0.889 -0.184
-1.036 0.342 -1.588
-0.711 -3.552 2.195
-0.230 -0.404 -0.924
-0.842 -1.059 -1.664
-0.718 -1.223 -0.306
0.330 1.108 0.013
2.011 -2.463 -1.168
0.565 1.105 0.399
0.169 0.487 1.651
0.545 -0.794 -1.096
-0.438 -0.546 -0.329
0.089 0.599 -0.092
1.919 -0.395 0.630
0.250 -0.853 0.822
1.398 1.102 1.227
-0.570 -0.353 0.114
1.048 0.116 0.327
-0.424 4.299 -1.098
0.333 -0.166 -1.868
0.371 0.383 0.302
1.123 -0.253 -0.016
-0.880 -0.154 -0.445
-1.244 1.199 1.113
1.489 0.202 0.855
-0.574 0.579 0.362


Let's list energy above the lowest of the compared OMol25 structures with the same formula, charge and spin in order: 973.40; 203.53; 102.86; 81.65; 296.37; 685.99; 139.19; 587.98; 20.40; 165.77 kJ/mol.
Let's list maximum force in order: 6.7; 0.4; 1.7; 3.4; 2.5; 8.6; 5.8; 5.3; 0.3; 4.5 eV/A.